(1)
Density functional theory data (ωB97M-V/def2-TZVPD) for a cluster of 10 separate species, C36H48Cl8F6NO20S2 in total at a distorted geometry.

- LUMO energy: 0.014 Eh
- Highest occupied orbital energy: -7.251 eV
- Strongest force on any atom: 2.2 eV Å⁻¹

The geometry in ORCA input format:
```
! RIJCOSX wB97M-V def2-TZVPD def2/J DEFGRID3
* xyz -1 1
C -1.40 1.47 -0.34
F -2.16 0.57 -0.98
F -1.48 2.62 -0.98
F -1.85 1.61 0.90
S 0.35 0.83 -0.15
O 1.08 1.94 0.37
O 0.15 -0.25 0.78
N 0.72 0.29 -1.66
S 1.61 1.42 -2.33
O 0.89 2.63 -2.60
O 2.93 1.51 -1.78
C 1.89 0.66 -4.00
F 2.49 1.58 -4.76
F 2.70 -0.39 -3.90
F 0.74 0.35 -4.59
Cl -0.36 5.11 2.54
C 1.20 5.09 1.66
C 1.06 5.31 0.16
Cl 0.35 6.87 -0.24
H 1.64 4.12 1.88
H 1.86 5.85 2.09
H 0.47 4.50 -0.25
H 2.09 5.21 -0.19
Cl -2.76 3.74 -4.83
C -2.51 2.00 -4.51
C -3.80 1.32 -4.14
Cl -4.97 1.34 -5.50
H -1.83 1.97 -3.67
H -2.04 1.53 -5.37
H -4.28 1.76 -3.28
H -3.62 0.26 -3.95
Cl -3.45 -1.87 -0.51
C -4.74 -3.08 -0.67
C -6.10 -2.47 -0.95
Cl -6.28 -1.61 -2.49
H -4.80 -3.59 0.29
H -4.44 -3.76 -1.46
H -6.30 -1.78 -0.13
H -6.89 -3.22 -0.93
Cl -2.44 -4.35 2.88
C -0.88 -3.46 2.88
C -1.05 -2.03 3.24
Cl -1.34 -1.75 4.98
H -0.45 -3.51 1.87
H -0.25 -4.05 3.53
H -1.83 -1.54 2.66
H -0.16 -1.46 2.97
C -8.28 -0.26 1.60
O -7.11 -0.21 2.39
C -6.76 -1.45 2.98
C -5.51 -1.22 3.79
O -4.49 -0.61 3.04
C -4.14 0.68 3.49
H -8.75 0.72 1.66
H -8.96 -1.04 1.96
H -8.01 -0.55 0.57
H -6.60 -2.20 2.19
H -7.62 -1.76 3.58
H -5.10 -2.19 4.11
H -5.73 -0.66 4.71
H -3.86 0.63 4.54
H -4.87 1.46 3.26
H -3.25 0.98 2.93
C 8.99 0.11 -4.67
O 8.70 1.13 -3.77
C 7.91 2.19 -4.29
C 6.43 1.87 -4.30
O 5.83 1.57 -3.08
C 5.66 2.70 -2.24
H 9.43 -0.72 -4.11
H 9.67 0.41 -5.47
H 8.08 -0.30 -5.14
H 8.28 2.41 -5.29
H 8.06 3.03 -3.61
H 6.26 0.99 -4.93
H 5.92 2.70 -4.83
H 5.45 2.39 -1.23
H 4.77 3.28 -2.52
H 6.51 3.38 -2.35
C 0.54 0.89 6.56
C 0.21 2.01 7.22
C 0.43 3.38 6.62
O 0.12 4.34 7.28
C 1.02 3.42 5.30
C 1.42 2.29 4.69
C 1.23 0.90 5.29
O 1.74 -0.05 4.76
O 2.01 2.32 3.52
O -0.42 2.00 8.40
H 0.29 -0.09 6.96
H 1.17 4.37 4.82
H 2.18 1.43 3.14
H -0.30 2.90 8.75
C 3.06 -3.46 1.42
C 2.95 -2.31 2.09
C 3.27 -0.94 1.52
O 3.22 0.08 2.17
C 3.69 -0.97 0.12
C 3.77 -2.11 -0.56
C 3.42 -3.48 0.00
O 3.50 -4.47 -0.66
O 4.12 -2.18 -1.84
O 2.79 -2.30 3.42
H 2.88 -4.38 1.95
H 3.94 -0.04 -0.37
H 4.18 -1.29 -2.22
H 2.57 -1.39 3.71
C -1.06 -2.26 -2.92
C -0.12 -2.95 -2.26
C -0.02 -4.45 -2.45
O 0.87 -5.10 -1.97
C -1.04 -5.05 -3.33
C -2.01 -4.35 -3.90
C -2.11 -2.87 -3.73
O -3.01 -2.22 -4.23
O -2.93 -4.93 -4.68
O 0.78 -2.42 -1.45
H -1.13 -1.18 -2.78
H -0.98 -6.13 -3.43
H -3.67 -4.32 -4.84
H 0.78 -1.43 -1.59
*
```

---

(2)
Density functional theory data (ωB97M-V/def2-TZVPD) for the molecule C3H4N2OS at a distorted geometry.

- LUMO energy: 0.017 Eh
- Highest occupied orbital energy: -8.376 eV
- Strongest force on any atom: 6.4 eV Å⁻¹
- Energy relative to the best compared isomer or geometry (same formula, charge and spin): 1.995 eV

The geometry in ORCA input format:
```
! RIJCOSX wB97M-V def2-TZVPD def2/J DEFGRID3
* xyz 0 1
O -0.48 2.17 -0.36
C -0.29 1.02 0.05
C 0.83 0.61 1.08
S 1.77 -0.76 0.29
N 0.64 -1.74 -0.38
C -0.60 -1.41 -0.69
N -0.96 -0.12 -0.61
H 0.39 0.58 2.07
H 1.38 1.48 1.24
H -1.07 -2.28 -1.38
H -1.61 0.44 -1.30
*
```